Molecular formula: S2
Method: DFT, ωB97M-V/def2-TZVPD

- energy above the lowest of the compared OMol25 structures with the same formula, charge and spin (kJ/mol) = 437.7
- LUMO level (eV) = -4.58
- HOMO level (eV) = -9.97
- energy (eV) = -21664.4604
- molecular weight (g mol⁻¹) = 64.1
- HOMO-LUMO gap (eV) = 5.3952

Geometry as ORCA input:
```
! wB97M-V def2-TZVPD RIJCOSX def2/J DEFGRID3
* xyz 0 1
S 0.000 0.000 1.405
S 0.000 0.000 -1.405
*
```